Entry from the Open Molecules 2025 dataset: a 2-piece molecular cluster, C3H6ClNO2 overall at a distorted geometry (the ωB97M-V functional and the def2-TZVPD basis).

HOMO level (eV): -9.54
2S+1: 1
Frontier orbital gap (eV): 8.917

CARTESIAN COORDINATES (ANGSTROEM)
1 C -0.0094 -1.4870 -0.3699
2 C -1.1157 1.0657 0.6465
3 C 0.6390 -0.3657 0.3917
4 N 1.3182 0.6490 -0.3728
5 O 1.9809 1.4666 0.2337
6 O 1.0647 0.6784 -1.5596
7 Cl -2.0771 0.9829 -0.7567
8 H -0.5780 -2.1772 0.1897
9 H -0.5489 -0.8914 -1.1129
10 H 0.6252 -2.0634 -0.9091
11 H -0.5072 2.0589 0.7040
12 H -1.6628 0.6179 1.4860
13 H 0.8711 -0.5349 1.4293

Results of the Löwdin charge analysis, in e, for atoms 1 through 4: number 1, C, carries -0.0876; number 2, C, carries -0.4666; number 3, C, carries -0.0891; number 4, N, carries -0.4686

---

Entry from the Open Molecules 2025 dataset: C3H6ClNO4S as an isolated structure at a distorted geometry (the ωB97M-V functional and the def2-TZVPD basis).

HOMO level (spin up / spin down) (eV): -7.61 / -10.57
2S+1: 3
Frontier orbital gap (spin up / spin down) (eV): 8.080 / 6.977

CARTESIAN COORDINATES (ANGSTROEM)
1 C -0.8799 1.5570 0.4392
2 C -1.8631 0.4538 0.0968
3 C 1.7162 -0.4489 -0.1310
4 N 0.3257 1.4146 -0.1201
5 O -1.1224 2.5230 1.1215
6 O 2.9729 2.5143 -0.3757
7 O 2.0943 2.7473 1.8987
8 O 0.8550 0.4249 -0.8606
9 S 1.8908 2.8407 0.4918
10 Cl 1.1309 4.6789 -0.0112
11 H -2.7789 0.9069 -0.2765
12 H -1.4547 -0.2200 -0.6520
13 H -2.0946 -0.0960 1.0059
14 H 2.6249 0.0824 0.1629
15 H 1.9653 -1.2465 -0.8273
16 H 1.2208 -0.8506 0.7537

Results of the Löwdin charge analysis, in e, for atoms 1 through 4: number 1, C, carries -0.5020; number 2, C, carries 0.0275; number 3, C, carries -0.0246; number 4, N, carries 0.0191

---

Entry from the Open Molecules 2025 dataset: one molecule with the formula C3H6ClNS at a distorted geometry (the ωB97M-V functional and the def2-TZVPD basis).

HOMO level (eV): -9.14
2S+1: 1
Frontier orbital gap (eV): 9.983

CARTESIAN COORDINATES (ANGSTROEM)
1 N 1.7929 0.0994 0.4714
2 C 0.4099 0.3272 0.6121
3 C -0.5694 -0.5602 -0.1256
4 S -2.0353 -1.0407 0.7846
5 C -0.3643 0.8952 -0.5389
6 Cl 0.5168 1.3030 -2.0612
7 H 2.0051 -0.3856 -0.3834
8 H 2.2594 -0.3742 1.1935
9 H 0.0556 0.5385 1.5968
10 H -0.1778 -1.2673 -0.8258
11 H -2.8095 -1.1861 -0.3002
12 H -1.0837 1.6507 -0.4234

Results of the Löwdin charge analysis, in e, for atoms 1 through 4: number 1, N, carries 0.0516; number 2, C, carries -0.4192; number 3, C, carries -0.6338; number 4, S, carries 0.7515

---

Entry from the Open Molecules 2025 dataset: a 2-piece molecular cluster, C3H6ClNSSi overall at a distorted geometry (the ωB97M-V functional and the def2-TZVPD basis).

HOMO level (spin up / spin down) (eV): -9.28 / -9.28
2S+1: 1
Frontier orbital gap (spin up / spin down) (eV): 8.579 / 8.579

CARTESIAN COORDINATES (ANGSTROEM)
1 C -1.8868 -0.1691 -3.2639
2 C 0.1251 -2.1075 -1.1124
3 C -1.0904 1.6307 0.8216
4 N -2.0903 -0.9386 -4.0896
5 Si -1.3668 0.0320 -0.2544
6 S -1.6424 1.0739 -2.1899
7 Cl -3.0145 -0.8690 0.5566
8 H -0.3427 -2.3229 -2.0611
9 H 1.1478 -1.7603 -1.2033
10 H 0.0221 -2.9239 -0.4035
11 H -0.6347 1.5012 1.8616
12 H -0.3456 2.3529 0.4371
13 H -1.9842 2.2236 0.8003

Results of the Löwdin charge analysis, in e, for atoms 1 through 4: number 1, C, carries -0.8036; number 2, C, carries -0.0188; number 3, C, carries -0.3031; number 4, N, carries 0.0930

---

Entry from the Open Molecules 2025 dataset: one molecule with the formula C3H6ClO2P at a distorted geometry (the ωB97M-V functional and the def2-TZVPD basis).

HOMO level (spin up / spin down) (eV): -9.74 / -8.71
2S+1: 1
Frontier orbital gap (spin up / spin down) (eV): 9.308 / 6.126

CARTESIAN COORDINATES (ANGSTROEM)
1 C 0.9698 0.6266 0.0833
2 C 0.3099 -0.2471 -1.0724
3 C 1.3236 -0.1372 1.2546
4 O -3.1794 -1.3466 0.1746
5 O -0.9468 -0.7379 -0.8391
6 P -2.0471 -0.4560 0.3828
7 Cl -2.6457 1.4880 -0.0316
8 H 1.8675 1.0071 -0.4170
9 H 0.2876 1.4424 0.3160
10 H 0.2653 0.4123 -1.9435
11 H 0.9701 -1.0967 -1.2774
12 H 2.0037 -0.9698 1.1759
13 H 0.8216 0.0149 2.1937

Results of the Löwdin charge analysis, in e, for atoms 1 through 4: number 1, C, carries -0.2795; number 2, C, carries -0.2773; number 3, C, carries 0.0314; number 4, O, carries -0.3775

---

Entry from the Open Molecules 2025 dataset: an isolated ion of composition C3H6ClO3S and charge -1 at a distorted geometry (the ωB97M-V functional and the def2-TZVPD basis).

HOMO level (eV): -5.15
2S+1: 1
Total charge: -1
Frontier orbital gap (eV): 8.754

CARTESIAN COORDINATES (ANGSTROEM)
1 C -1.1454 0.2616 -0.8535
2 C 0.2638 0.1525 -0.3759
3 C 0.8414 -1.2837 -0.3686
4 Cl 1.5087 1.1150 -1.1377
5 S 0.0471 0.8175 1.3151
6 O -0.9373 -0.1557 1.8690
7 O -0.5657 2.1254 1.2207
8 O 1.4169 0.7423 1.8388
9 H -1.4823 1.3292 -0.8264
10 H -1.6069 -0.2193 -0.0142
11 H -1.3454 -0.1862 -1.8311
12 H 1.6022 -1.2362 0.3216
13 H 1.2886 -1.5588 -1.2515
14 H 0.1144 -1.9035 0.0937

Results of the Löwdin charge analysis, in e, for atoms 1 through 4: number 1, C, carries -0.1544; number 2, C, carries -0.9760; number 3, C, carries -0.1201; number 4, Cl, carries 0.6516